96
Properties=species:S:1:pos:R:3:lowdin_charge:R:1 method="wB97M-V/def2-TZVPD" gap_ha="0.3478 / 0.1088" e_above_lowest_ev=1.2515 multiplicity=2 total_charge=+1 s_squared=0.754 total_energy_ev=-42293.9546 max_force_ev_per_a=4.30 e_lumo_ev="-2.354 / -8.858" homo_energy_ha="-0.434 / -0.434"
C -2.2785 2.6040 3.8587 -0.069
C -1.9990 4.0823 4.0026 -0.539
C -2.1532 4.6407 5.3965 -0.048
O -0.6825 4.2851 3.6138 -0.046
H -3.3150 2.4100 4.1348 0.084
H -1.5689 2.0121 4.4367 0.083
H -2.2502 2.2386 2.8321 0.054
H -2.6802 4.5957 3.3239 0.136
H -3.1813 4.3831 5.6509 0.082
H -2.0726 5.7245 5.3131 0.088
H -1.5049 4.2903 6.1997 0.088
H -0.2373 3.7378 4.2648 0.081
C 5.0644 -2.6349 2.4052 -0.037
C 5.5247 -1.1394 2.3260 -0.439
C 6.5965 -0.8968 1.2649 -0.051
O 4.3437 -0.4319 1.9373 -0.091
H 5.9229 -3.2669 2.6326 0.081
H 4.4709 -2.9888 1.5622 0.067
H 4.4464 -2.7879 3.2899 0.076
H 5.7816 -0.7818 3.3231 0.139
H 6.2269 -1.2030 0.2863 0.071
H 7.5783 -1.2996 1.5136 0.089
H 6.7833 0.1565 1.0554 0.075
H 4.6306 0.4800 1.8495 0.091
C -0.4823 0.2047 -0.1210 -0.012
C 0.8810 0.6321 0.5513 -0.452
C 0.9034 0.7631 2.0450 -0.038
O 1.7822 -0.3671 0.2683 -0.086
H -1.4021 0.6987 0.1923 0.057
H -0.7327 -0.8465 0.0219 0.060
H -0.3699 0.4158 -1.1844 0.056
H 1.4010 1.4908 0.1268 0.141
H 0.0726 1.3922 2.3646 0.069
H 1.7917 1.2384 2.4610 0.085
H 0.8675 -0.1974 2.5590 0.093
H 2.5576 -0.3049 0.8309 0.059
C -0.6527 -3.7877 -0.2426 -0.029
C -1.8487 -3.7638 -1.2127 -0.565
C -1.5451 -4.6961 -2.3446 -0.063
O -2.9084 -4.3235 -0.6053 -0.021
H -0.2856 -4.8110 -0.1635 0.088
H -0.9749 -3.5147 0.7623 0.065
H 0.2119 -3.1829 -0.5163 0.047
H -2.1366 -2.7792 -1.5813 0.134
H -2.2784 -4.5240 -3.1324 0.091
H -1.5221 -5.7172 -1.9638 0.101
H -0.5414 -4.5092 -2.7264 0.066
H -3.4683 -4.6612 -1.3082 0.103
C 3.6504 -2.8337 -2.1784 0.046
C 2.9656 -1.6955 -3.0088 -0.314
C 1.3918 -1.8131 -3.0251 0.045
O 3.1495 -0.4931 -2.3400 0.231
H 3.2385 -3.7414 -2.6194 0.107
H 3.3850 -2.7964 -1.1219 0.094
H 4.7323 -2.8589 -2.3091 0.102
H 3.4718 -1.5311 -3.9601 0.161
H 1.0213 -0.8259 -3.3010 0.054
H 1.0269 -1.9450 -2.0064 0.068
H 0.9342 -2.5540 -3.6807 0.114
H 2.7944 -0.5039 -1.4481 0.102
C -1.9701 -1.6571 3.0016 -0.050
C -3.4482 -1.4439 2.7486 -0.478
C -3.7957 -1.3448 1.2297 -0.021
O -4.2736 -2.4267 3.3544 -0.040
H -1.5131 -1.1545 3.8540 0.078
H -1.5403 -1.1058 2.1652 0.038
H -1.6485 -2.6885 2.8568 0.081
H -3.7394 -0.5179 3.2444 0.123
H -3.4238 -2.2294 0.7127 0.058
H -3.3473 -0.4515 0.7948 0.058
H -4.8801 -1.3704 1.1229 0.085
H -4.1995 -2.2238 4.2898 0.089
C 1.8113 1.5992 -4.5839 -0.050
C 0.7359 0.9806 -5.3969 -0.552
C -0.6309 1.2235 -4.7328 -0.045
O 0.7397 1.5767 -6.6337 -0.004
H 2.7209 1.1000 -4.9179 0.084
H 1.7785 1.2525 -3.5510 0.056
H 1.9116 2.6840 -4.6171 0.108
H 0.8866 -0.0962 -5.4727 0.124
H -0.6249 0.8127 -3.7231 0.046
H -1.4975 0.7109 -5.1504 0.090
H -0.7034 2.2876 -4.5083 0.083
H -0.0332 1.2558 -7.1040 0.103
C -2.3681 2.7956 -1.7486 -0.035
C -2.9478 4.0911 -1.1518 -0.514
C -3.6066 3.8473 0.2210 -0.047
O -1.9770 5.0171 -0.9202 -0.030
H -1.8551 3.0214 -2.6834 0.061
H -3.1455 2.0543 -1.9335 0.087
H -1.6306 2.3298 -1.0948 0.042
H -3.6773 4.6573 -1.7309 0.144
H -4.3491 3.0494 0.2109 0.079
H -4.0718 4.7295 0.6610 0.087
H -2.7825 3.4982 0.8431 0.055
H -1.4317 4.6685 -0.2111 0.088


112
Properties=species:S:1:pos:R:3:lowdin_charge:R:1 method="wB97M-V/def2-TZVPD" gap_ha=0.2845 e_above_lowest_ev=0.7568 multiplicity=1 total_charge=-1 total_energy_ev=-82626.0449 max_force_ev_per_a=2.54 e_lumo_ev=2.314 homo_energy_ha=-0.199
P -11.5671 4.6797 -2.8279 0.214
F -12.6764 5.8071 -2.4263 -0.177
F -12.5521 3.5380 -2.2740 -0.142
F -12.2490 4.6386 -4.3130 -0.174
F -10.4820 3.6036 -3.3855 -0.155
F -10.5453 5.8814 -3.3239 -0.185
F -10.8650 4.7853 -1.3734 -0.157
C -11.4494 7.6379 1.0016 -0.104
O -12.5130 7.0171 1.6900 -0.196
C -13.0254 5.8602 1.0493 -0.198
C -14.0719 6.2565 0.0260 -0.204
N -15.1750 7.0020 0.6693 -0.050
C -15.8037 7.9605 -0.2349 -0.211
C -16.4353 9.1058 0.5476 -0.217
O -15.6634 10.2952 0.7722 -0.177
C -14.6327 10.0581 1.6848 -0.141
H -11.2100 8.5474 1.5522 0.093
H -11.7218 7.9583 -0.0083 0.070
H -10.6122 6.9393 0.9475 0.071
H -13.3670 5.1172 1.7704 0.124
H -12.2193 5.3283 0.5265 0.104
H -14.5493 5.3806 -0.4284 0.111
H -13.6135 6.7810 -0.8193 0.086
H -14.7810 7.4707 1.4741 0.071
H -16.6134 7.5790 -0.8611 0.111
H -15.0683 8.4057 -0.9199 0.123
H -16.9732 8.8228 1.4537 0.123
H -17.1845 9.4926 -0.1520 0.114
H -15.0173 9.6747 2.6363 0.095
H -13.9854 10.9114 1.9270 0.086
H -13.8240 9.4107 1.3116 0.072
C -14.9514 3.3605 -6.2168 -0.080
O -15.8943 2.5500 -5.5219 -0.219
C -17.0495 2.2272 -6.2735 -0.224
C -17.6138 0.9275 -5.6795 -0.191
N -17.6078 0.9519 -4.2234 -0.048
C -18.7638 1.4773 -3.5447 -0.233
C -18.5617 1.6286 -2.0201 -0.196
O -17.2091 1.9207 -1.7356 -0.212
C -16.8750 3.2731 -1.9596 -0.093
H -14.2228 2.7093 -6.7087 0.089
H -14.4214 3.9832 -5.4983 0.078
H -15.4157 4.0042 -6.9674 0.084
H -16.9110 2.2452 -7.3585 0.117
H -17.8471 2.9801 -6.1604 0.114
H -17.1353 0.0537 -6.1250 0.108
H -18.6687 0.8488 -5.9718 0.111
H -16.8486 1.5693 -3.9646 0.069
H -19.6924 0.9015 -3.6675 0.111
H -19.1120 2.4288 -3.9903 0.107
H -18.8752 0.6884 -1.5695 0.118
H -19.2180 2.4237 -1.6532 0.115
H -17.4971 3.9123 -1.3258 0.092
H -16.9233 3.6152 -3.0000 0.088
H -15.8262 3.4091 -1.6931 0.080
C -13.8380 0.2793 1.4826 -0.118
O -13.6025 0.0811 0.1128 -0.174
C -14.6784 0.4575 -0.6882 -0.245
C -14.4556 0.0183 -2.1380 -0.210
N -13.2888 0.6104 -2.7393 -0.039
C -13.1153 0.3451 -4.1656 -0.205
C -11.7888 0.7851 -4.8021 -0.217
O -10.7410 0.2809 -4.0093 -0.161
C -9.4938 0.4435 -4.6081 -0.137
H -14.8423 -0.0765 1.7640 0.079
H -13.9030 1.3576 1.6772 0.083
H -13.0969 -0.2592 2.0611 0.086
H -15.0036 1.4967 -0.5677 0.109
H -15.5280 -0.1969 -0.4203 0.119
H -15.3699 0.1375 -2.7339 0.099
H -14.2946 -1.0656 -2.0687 0.120
H -13.2416 1.6130 -2.6037 0.084
H -13.9736 0.7684 -4.7100 0.099
H -13.2836 -0.7332 -4.2899 0.115
H -11.8600 1.8739 -4.7378 0.108
H -11.8172 0.3364 -5.7954 0.119
H -8.6680 0.2088 -3.9316 0.083
H -9.3108 1.4747 -4.9326 0.080
H -9.3175 -0.2305 -5.4598 0.080
C -7.7573 6.2036 1.5940 -0.241
C -7.8939 4.7650 1.0175 -0.214
O -8.5134 3.9658 2.0396 -0.080
O -7.1767 6.1687 2.8745 -0.055
H -8.8215 6.4679 1.6468 0.092
H -7.2693 6.8056 0.8244 0.124
H -6.9028 4.3250 0.8580 0.116
H -8.3706 4.9006 0.0499 0.103
H -8.0682 4.2872 2.8346 0.076
H -6.7748 7.0230 3.0464 0.091
C -6.1203 4.3165 -2.6215 -0.217
C -7.1680 3.4092 -3.2533 -0.257
O -7.8515 3.9530 -4.3724 -0.071
O -6.8199 5.3966 -1.9954 -0.098
H -5.3260 4.6911 -3.2732 0.113
H -5.6930 3.8250 -1.7439 0.113
H -7.8604 3.0713 -2.4767 0.124
H -6.7185 2.4735 -3.6246 0.113
H -8.7384 4.1892 -4.0574 0.046
H -7.4431 5.8391 -2.5820 0.075
C -9.8860 8.6912 -2.2331 -0.255
C -9.2921 9.6224 -1.2250 -0.257
O -7.9356 9.9546 -1.5115 -0.057
O -10.1254 9.3507 -3.4755 -0.060
H -10.8381 8.3356 -1.8308 0.100
H -9.2368 7.8318 -2.4079 0.110
H -9.2444 9.0480 -0.2929 0.104
H -9.9809 10.4340 -0.9659 0.123
H -7.9503 10.3241 -2.4041 0.083
H -10.8857 8.9543 -3.9060 0.083
O -10.0446 1.8404 0.6758 -0.061
H -10.8648 2.3411 0.7246 0.023
H -9.3594 2.4515 0.9786 -0.009